C40H43CdN6O3S2Sb | ωB97M-V with the def2-TZVPD basis set

Calculated values
- E_LUMO: 0.26 eV
- Total charge: 0
- Gap between HOMO and LUMO: 7.5295 eV
- HOMO level: -7.27 eV

Last column: Mulliken charge in e.
Atoms and positions in Å:
Cd  0.05023  -0.14931  -0.19181  4.706
C  1.57578  -1.06892  -1.57891  -0.737
C  1.18441  -2.47541  -1.52469  -0.650
C  2.11526  -3.16035  -0.79670  -0.524
C  3.16398  -2.24782  -0.41359  -0.830
C  2.87167  -1.00424  -0.90361  -0.689
H  1.41136  -0.47958  -2.47750  0.971
H  0.28858  -2.89371  -1.96456  0.292
H  2.06563  -4.20815  -0.52722  0.460
H  4.03460  -2.50918  0.17462  0.441
H  3.49716  -0.12357  -0.85318  0.532
O  -0.24893  -4.57815  1.13868  -0.727
C  -1.55728  -4.74850  0.88718  0.249
C  -2.03973  -6.05862  0.90975  -0.678
C  -3.37043  -6.31777  0.65429  -0.309
C  -4.25382  -5.27626  0.36871  -0.844
C  -3.78041  -3.97927  0.34284  -0.424
C  -2.43693  -3.68751  0.59863  0.154
C  -1.94948  -2.27634  0.56773  0.805
O  -0.72866  -2.04663  0.89921  -1.406
N  -2.82423  -1.36134  0.20012  -0.542
N  -2.27349  -0.08211  0.15134  0.549
C  -3.13929  0.82764  0.37145  -0.430
S  -2.80880  2.53985  0.25390  0.017
C  -4.21290  2.98954  1.30305  -0.717
C  -5.37005  2.10958  0.87637  -0.688
S  -4.78842  0.38991  0.83080  -0.062
H  -0.07108  -3.61040  1.08056  0.269
H  -1.33886  -6.85540  1.13135  0.455
H  -3.72698  -7.34150  0.67804  0.371
H  -5.29814  -5.48195  0.16639  0.410
H  -4.44424  -3.15281  0.12034  0.477
H  -4.41745  4.04895  1.14655  0.511
H  -3.93973  2.81697  2.34368  0.223
H  -5.71416  2.38768  -0.11813  0.303
H  -6.20442  2.16238  1.57629  0.432
C  -0.86640  4.97458  1.99312  -1.367
C  0.17459  5.62431  1.10647  0.875
C  0.16765  7.01471  0.99034  -0.545
C  1.07042  7.67712  0.17250  -0.748
C  2.00856  6.94904  -0.54514  -0.894
C  2.03809  5.56459  -0.43325  -0.808
C  1.13674  4.89096  0.39481  1.093
Sb  1.23108  2.73211  0.53682  -1.957
C  2.10351  2.68050  2.51308  0.913
C  2.09346  3.83785  3.29126  -0.520
C  2.52810  3.82213  4.61414  -0.878
C  2.99191  2.63678  5.16566  -0.854
C  3.02170  1.48449  4.38865  -0.784
C  2.57687  1.48304  3.06760  0.571
C  2.63086  0.21227  2.26533  -0.762
C  2.90194  2.53798  -0.80625  0.687
C  2.48112  2.15029  -2.08196  -1.328
C  3.38791  1.94183  -3.11230  -0.508
C  4.74132  2.10370  -2.86278  -0.788
C  5.16997  2.49580  -1.60080  -0.890
C  4.27189  2.73097  -0.55881  1.396
C  4.81028  3.19746  0.77223  -1.058
H  -1.04393  5.57376  2.88824  0.461
H  -0.58907  3.96643  2.31223  -0.021
H  -1.81597  4.89536  1.45976  0.212
H  -0.56427  7.58464  1.55442  0.437
H  1.04244  8.75890  0.09883  0.371
H  2.72118  7.45276  -1.18798  0.451
H  2.78081  5.00962  -0.99457  0.439
H  1.75920  4.77442  2.86362  0.367
H  2.51824  4.73499  5.19903  0.443
H  3.34394  2.60957  6.19081  0.361
H  3.39621  0.55926  4.81567  0.443
H  3.26628  -0.53584  2.73976  0.581
H  3.02095  0.38259  1.26058  -0.291
H  1.63396  -0.22855  2.16529  -0.126
H  1.42313  1.98395  -2.27222  0.592
H  3.04024  1.63812  -4.09330  0.440
H  5.46669  1.92703  -3.64897  0.369
H  6.23083  2.63320  -1.41636  0.417
H  5.84314  3.53308  0.67003  0.543
H  4.79039  2.39761  1.51653  0.117
H  4.22064  4.02380  1.17110  0.165
N  -1.15148  -0.15805  -3.46818  -0.044
C  -2.06728  0.20024  -4.39036  -0.184
C  -2.45503  1.48008  -4.07698  -1.251
C  -1.70913  1.80252  -2.92514  -0.225
N  -0.91879  0.80238  -2.56260  -0.159
H  -0.66318  -1.03195  -3.39160  0.121
H  -2.36599  -0.46764  -5.18444  0.443
H  -3.17499  2.09348  -4.59612  0.424
H  -1.71340  2.71840  -2.35378  0.573
N  -0.69613  1.55917  4.54492  -0.426
C  -1.04304  0.84063  3.43103  0.114
N  -2.05418  -0.06453  3.56616  -0.302
O  -0.51227  1.04303  2.33900  0.404
H  -0.94687  1.22568  5.45828  0.240
H  0.17154  2.07114  4.47660  0.090
H  -2.36694  -0.38074  4.46568  0.214
H  -2.23397  -0.66087  2.77246  -0.020

---

H4O2 | ωB97M-V with the def2-TZVPD basis set

Calculated values
- E_LUMO: 0.55 eV
- Structure (SMILES): O.O
- Total charge: 0
- Gap between HOMO and LUMO: 11.7275 eV
- HOMO level: -11.17 eV

Last column: Mulliken charge in e.
Atoms and positions in Å:
O  0.40694  0.06580  -1.15181  -0.657
H  1.06385  0.59362  -1.62214  0.325
H  -0.31344  0.68005  -0.96811  0.319
O  -0.39507  -0.68273  1.56136  -0.643
H  -1.08331  -0.08044  1.26657  0.283
H  0.32103  -0.57629  0.91413  0.373

---

C23H39BF11NO7P | ωB97M-V with the def2-TZVPD basis set

Calculated values
- E_LUMO: -4.43 eV
- Total charge: +1
- Gap between HOMO and LUMO: 8.0479 eV
- HOMO level: -12.48 eV

Last column: Mulliken charge in e.
Atoms and positions in Å:
C  5.02923  -5.29934  -2.37381  -0.751
C  4.43027  -6.21800  -3.59135  -0.498
C  3.01086  -5.70234  -4.22537  -0.622
C  2.16554  -4.65337  -3.29309  0.027
C  1.30147  -5.39775  -2.06974  -0.803
P  0.40358  -4.14926  -0.91841  0.077
C  1.77097  -2.88069  -0.35679  -0.365
C  1.20804  -1.79249  0.75266  -0.511
C  1.61904  -0.22275  0.36985  -0.472
C  3.21896  -0.08978  0.02176  -0.523
O  3.54462  -0.14431  -1.41184  -0.314
C  3.02376  1.02131  -2.14837  0.571
C  2.84291  0.85067  -3.78299  -0.802
O  2.73208  2.22271  -1.57653  -0.497
B  -0.98877  -3.14028  -1.78557  0.113
O  -0.56224  -2.06872  -2.74120  -0.556
N  -2.47066  -3.35171  -1.53322  0.204
C  -3.10910  -2.21074  -0.77227  -0.828
C  -3.23214  -3.70501  -2.79773  -0.849
C  -0.30630  -5.08915  0.62725  0.722
F  0.83809  -5.86620  1.20928  -0.254
F  -0.79750  -4.08455  1.63407  -0.250
C  -1.53631  -6.10894  0.25831  0.671
F  -1.55416  -6.58823  -1.14373  -0.204
F  -2.86539  -5.52998  0.56218  -0.205
F  -1.39810  -7.32932  1.13177  -0.249
H  4.92206  -4.15688  -2.64554  0.178
H  4.58196  -5.59324  -1.33326  0.165
H  6.20505  -5.50542  -2.34950  0.349
H  5.23084  -6.15897  -4.47515  0.309
H  4.39576  -7.37023  -3.29619  0.298
H  3.10434  -5.25921  -5.31990  0.352
H  2.32457  -6.67112  -4.34416  0.212
H  2.78725  -3.72690  -2.90461  -0.046
H  1.32393  -4.18650  -3.99957  0.269
H  0.44092  -5.99639  -2.63808  0.475
H  1.93124  -6.19206  -1.48385  0.458
H  2.08630  -2.31350  -1.33872  0.157
H  2.63892  -3.56477  0.08656  0.434
H  1.59247  -2.12657  1.80701  0.398
H  0.01733  -1.78096  0.82606  0.185
H  0.89850  0.18777  -0.46288  0.254
H  1.38132  0.42332  1.34426  0.303
H  3.77405  -0.97706  0.57378  0.324
H  3.68193  0.90457  0.46603  0.329
H  3.13898  -0.25767  -4.10263  0.213
H  1.71552  0.98846  -4.07609  0.245
H  3.56661  1.59504  -4.35083  0.312
H  -1.37487  -1.51996  -3.02596  0.343
H  -3.84755  -2.61992  0.07159  0.247
H  -2.33386  -1.52478  -0.20559  0.229
H  -3.73956  -1.47211  -1.46617  0.340
H  -3.61733  -4.82116  -2.69911  0.211
H  -2.46627  -3.62571  -3.68971  0.319
H  -4.14066  -2.98269  -3.01231  0.304
C  0.73896  4.83964  0.72321  -1.218
C  -0.23237  5.52600  1.66574  -0.063
O  -1.52079  4.89412  1.61008  -0.256
C  -1.66562  3.75181  2.35343  0.478
O  -0.76968  3.26130  3.03506  -0.550
C  -3.09152  3.21461  2.24281  0.727
F  -3.55486  3.20857  0.95944  -0.252
F  -3.97797  3.96063  2.96238  -0.208
F  -3.21712  1.93426  2.69373  -0.252
H  0.33088  4.80586  -0.29204  0.321
H  1.69702  5.36631  0.70349  0.411
H  0.91972  3.80403  1.02758  0.210
H  -0.37349  6.56533  1.35172  0.348
H  0.14761  5.54918  2.69355  0.313
C  -4.58639  6.73628  5.27257  -1.013
C  -4.56890  7.99621  4.42688  -0.176
O  -3.39193  8.77182  4.70178  -0.335
C  -2.24481  8.37441  4.06570  0.377
O  -2.18336  7.41378  3.30325  -0.476
C  -1.08751  9.31146  4.40721  0.844
F  -1.01659  9.59843  5.73927  -0.242
F  -1.19222  10.51069  3.76612  -0.256
F  0.13066  8.80285  4.06698  -0.230
H  -4.48471  6.98405  6.33402  0.311
H  -5.51814  6.18346  5.12463  0.377
H  -3.74965  6.07822  5.01837  0.213
H  -5.42985  8.62144  4.68494  0.320
H  -4.64586  7.76813  3.35760  0.280

---

C5H12O2 | ωB97M-V with the def2-TZVPD basis set

Calculated values
- E_LUMO (spin up / spin down): 3.73 / 3.64 eV
- Total charge: -1
- 2S+1: 2
- Gap between HOMO and LUMO (spin up / spin down): 3.7920 / 6.4436 eV
- HOMO level (spin up / spin down): -0.06 / -2.80 eV

Last column: Löwdin spin population.
Atoms and positions in Å:
C  -0.64231  0.44824  -2.67938  0.060
C  -0.22228  -0.04385  -1.33936  0.282
C  -0.72278  -1.14026  -0.64917  0.117
C  -0.05574  -1.86587  0.41696  0.161
C  0.97949  -1.47709  1.24176  0.235
H  -1.29419  1.34736  -2.70796  0.020
H  0.25088  0.78660  -3.23880  0.010
H  -1.12317  -0.30991  -3.31450  0.002
H  0.52543  0.55266  -0.81486  0.024
H  -1.42567  -1.69427  -1.28199  0.005
H  -0.45047  -2.87362  0.47255  0.010
H  1.10677  -2.05441  2.13946  0.022
H  1.50267  -0.56870  0.97835  0.024
H  1.26935  3.13069  1.14759  0.000
H  0.90381  1.76350  1.65153  0.000
O  1.61113  2.23967  1.18152  0.006
H  -0.51519  -0.12856  1.97294  0.006
H  -1.16695  1.25772  2.21749  0.003
O  -0.53078  0.63010  2.60586  0.013

---

Q: Which E_tot values were calculated for the entries above? A: -90033.6704, -4159.8006, -80149.8001, -9472.7040, in eV.
Q: Which relative energy (zero: lowest compared OMol25 entry of this formula, charge and spin) values were calculated for the entries above? A: 92.8, 13.3, 989.6, 82.8, in kJ/mol.